[1]
{"formula": "C16H50N2O10", "method": "ωB97M-V/def2-TZVPD", "symbols": ["C", "O", "H", "H", "H", "H", "C", "O", "H", "H", "H", "H", "C", "O", "H", "H", "H", "H", "C", "O", "H", "H", "H", "H", "C", "C", "C", "O", "C", "N", "H", "H", "H", "H", "H", "H", "H", "H", "H", "H", "H", "C", "C", "C", "O", "C", "N", "H", "H", "H", "H", "H", "H", "H", "H", "H", "H", "H", "C", "C", "O", "O", "H", "H", "H", "H", "H", "H", "C", "C", "O", "O", "H", "H", "H", "H", "H", "H"], "coordinates": [[1.299, 0.085, 0.593], [1.514, 0.673, -0.707], [0.643, 0.741, 1.162], [0.837, -0.893, 0.442], [2.284, -0.052, 1.029], [0.730, 1.093, -1.064], [3.818, 2.985, -0.167], [3.283, 3.474, 1.034], [3.890, 1.894, -0.240], [3.319, 3.353, -1.067], [4.870, 3.237, -0.356], [2.358, 3.671, 0.862], [-1.865, -1.089, 2.052], [-1.144, -0.658, 3.202], [-1.361, -0.882, 1.108], [-2.189, -2.130, 2.036], [-2.785, -0.497, 2.072], [-0.823, -1.427, 3.679], [0.152, 3.080, -4.862], [0.607, 1.821, -4.462], [-0.933, 3.081, -5.060], [0.312, 3.868, -4.113], [0.556, 3.450, -5.806], [0.018, 1.547, -3.726], [-1.449, 2.721, 3.068], [-1.885, 3.177, 1.671], [-3.408, 3.162, 1.522], [-3.782, 3.684, 0.250], [-5.169, 3.703, 0.046], [-1.243, 4.426, 1.251], [-1.593, 3.442, 3.870], [-0.430, 2.344, 2.993], [-2.012, 1.816, 3.317], [-1.440, 2.436, 1.001], [-3.781, 3.925, 2.225], [-3.907, 2.205, 1.700], [-5.719, 3.629, 0.992], [-5.517, 2.859, -0.560], [-5.504, 4.642, -0.397], [-1.631, 4.611, 0.331], [-1.502, 5.172, 1.889], [-1.337, -2.724, -3.383], [-0.591, -1.395, -3.240], [-1.451, -0.403, -2.503], [-0.940, 0.942, -2.435], [-1.836, 1.789, -1.750], [0.628, -1.772, -2.491], [-0.702, -3.512, -3.786], [-2.230, -2.703, -4.013], [-1.687, -3.052, -2.402], [-0.289, -1.071, -4.240], [-1.623, -0.792, -1.490], [-2.472, -0.348, -2.890], [-2.882, 1.800, -2.074], [-1.519, 2.828, -1.834], [-1.826, 1.439, -0.713], [1.265, -2.413, -2.941], [1.202, -0.989, -2.179], [1.224, -4.883, -0.642], [0.630, -3.911, 0.403], [-0.444, -3.196, -0.196], [0.236, -5.850, -0.933], [2.151, -5.290, -0.235], [1.513, -4.333, -1.545], [1.491, -3.257, 0.602], [0.276, -4.445, 1.279], [-0.087, -2.633, -0.924], [-0.599, -5.372, -1.016], [4.706, -3.061, 4.035], [3.781, -2.723, 2.903], [3.907, -3.556, 1.759], [4.407, -4.408, 4.405], [4.591, -2.371, 4.877], [5.767, -3.013, 3.762], [3.912, -1.696, 2.560], [2.743, -2.894, 3.222], [3.756, -4.462, 2.058], [4.911, -4.655, 5.184]], "orbital_gap_ev": 10.01, "charge": 0, "lumo_energy_ev": 0.5362}

[2]
{"formula": "C18H18F7O18", "method": "ωB97M-V/def2-TZVPD", "symbols": ["F", "C", "C", "O", "C", "O", "O", "F", "H", "H", "H", "C", "C", "O", "C", "O", "O", "F", "H", "H", "H", "C", "C", "O", "C", "O", "O", "F", "H", "H", "H", "C", "C", "O", "C", "O", "O", "F", "H", "H", "H", "C", "C", "O", "C", "O", "O", "F", "H", "H", "H", "C", "C", "O", "C", "O", "O", "F", "H", "H", "H"], "coordinates": [[56.565, 60.293, 29.015], [58.282, 58.167, 27.482], [56.833, 57.865, 27.090], [56.614, 56.412, 27.193], [57.688, 56.070, 27.829], [57.906, 54.844, 28.170], [58.548, 56.975, 28.133], [56.526, 58.413, 25.893], [58.190, 59.188, 27.934], [58.919, 58.199, 26.484], [56.239, 58.368, 27.584], [56.168, 62.842, 30.919], [55.122, 61.879, 31.392], [53.900, 62.490, 30.943], [54.094, 63.561, 30.327], [53.273, 64.357, 29.746], [55.364, 63.780, 30.182], [54.985, 61.835, 32.712], [56.849, 62.156, 30.314], [56.547, 63.475, 31.506], [55.243, 60.989, 30.868], [55.958, 57.027, 30.740], [54.801, 57.619, 30.072], [53.873, 57.674, 31.150], [54.470, 57.635, 32.377], [53.964, 57.752, 33.538], [55.731, 57.313, 32.202], [54.209, 56.694, 29.228], [57.145, 57.242, 30.466], [56.067, 55.945, 30.634], [54.988, 58.583, 29.771], [59.700, 60.540, 31.350], [58.970, 59.260, 31.284], [58.817, 58.822, 32.545], [59.323, 59.821, 33.404], [59.315, 59.717, 34.588], [59.792, 60.839, 32.719], [59.360, 58.409, 30.409], [59.137, 61.362, 30.806], [60.626, 60.220, 30.968], [57.949, 59.382, 30.839], [53.535, 59.705, 26.054], [53.353, 60.475, 27.351], [52.626, 59.625, 28.175], [52.322, 58.449, 27.487], [51.785, 57.440, 27.928], [53.028, 58.418, 26.437], [52.865, 61.650, 27.151], [54.552, 59.761, 25.615], [52.915, 60.222, 25.218], [54.373, 60.478, 27.720], [58.171, 61.745, 26.610], [57.268, 62.877, 27.054], [57.361, 63.859, 25.964], [58.453, 63.447, 25.214], [58.883, 64.145, 24.362], [58.936, 62.279, 25.524], [57.580, 63.400, 28.183], [57.561, 60.976, 26.221], [58.565, 61.395, 27.466], [56.259, 62.671, 27.218]], "orbital_gap_ev": 10.32, "charge": -1, "lumo_energy_ev": 2.0538}

In the order shown, the computed electronic energy values come out to -40853.9379, -74832.1553 eV.